No. 1
{
  "formula": "C30H34BrMnO7",
  "method": "wB97M-V/def2-TZVPD",
  "symbols": ["Br", "Mn", "O", "O", "O", "O", "O", "O", "O", "C", "C", "C", "C", "C", "C", "C", "C", "C", "C", "C", "C", "C", "C", "C", "C", "C", "C", "C", "C", "C", "C", "C", "C", "C", "C", "C", "C", "C", "C", "H", "H", "H", "H", "H", "H", "H", "H", "H", "H", "H", "H", "H", "H", "H", "H", "H", "H", "H", "H", "H", "H", "H", "H", "H", "H", "H", "H", "H", "H", "H", "H", "H", "H"],
  "coordinates": [[-0.749, -4.793, -0.624], [-0.057, 0.030, 0.370], [-0.234, -1.945, 2.728], [0.399, -2.534, 0.651], [1.476, 0.046, -4.439], [1.301, 5.290, -6.929], [1.100, 4.105, -8.867], [-2.199, 4.407, -6.266], [-1.452, 4.583, -8.386], [-0.216, -4.639, 3.517], [0.896, 6.645, -7.203], [2.178, -0.240, -0.104], [1.093, 1.306, -6.490], [-0.092, 3.376, -6.868], [-2.746, 5.098, -8.669], [1.976, -0.490, 1.286], [-1.937, -0.133, 1.494], [1.536, 1.432, -4.063], [1.415, -1.204, -6.524], [-2.110, -0.702, 0.182], [-1.471, 1.510, -0.078], [-0.601, -6.591, 1.560], [-1.506, 1.221, 1.342], [0.281, 3.329, -5.365], [0.821, -0.041, -5.738], [-1.890, 0.340, -0.787], [1.156, 1.627, 0.833], [0.847, 4.261, -7.692], [1.398, 2.305, -5.319], [-0.014, 1.916, -7.351], [1.677, 1.074, -0.392], [-0.348, -5.975, 3.890], [1.282, 0.620, 1.873], [-1.372, 4.137, -7.121], [-0.527, -6.963, 2.911], [-0.222, -4.261, 2.167], [-0.005, -2.805, 1.829], [-0.490, -5.239, 1.182], [-0.673, -0.298, -5.501], [0.593, 4.313, -5.002], [-1.316, 2.492, -0.514], [-2.922, 6.043, -8.130], [-0.617, -8.014, 3.197], [-1.181, -0.532, -6.447], [0.942, -1.254, -7.513], [-1.161, 0.563, -5.018], [-0.983, 1.431, -7.186], [0.743, 1.631, -3.310], [1.788, 7.150, -7.580], [0.083, 6.674, -7.941], [1.020, 0.719, 2.921], [2.019, 1.195, -7.079], [-2.787, 5.237, -9.752], [0.814, 2.648, 0.978], [2.407, -1.309, 1.845], [2.710, -0.889, -0.801], [0.574, 7.052, -6.237], [-2.114, 0.283, -1.852], [2.493, -1.065, -6.666], [-1.348, 1.918, 2.157], [-3.497, 4.369, -8.332], [-0.747, -7.353, 0.803], [2.513, 1.602, -3.580], [-0.101, -3.862, 4.272], [-2.161, -0.610, 2.440], [-0.605, 3.000, -4.802], [-2.498, -1.693, -0.032], [-0.774, -1.163, -4.830], [1.231, -2.147, -6.001], [1.866, 1.633, -1.302], [-0.302, -6.249, 4.946], [2.355, 2.826, -5.505], [0.222, 1.885, -8.417]],
  "forces_ev_per_a": [[-0.104, -0.331, -0.372], [0.825, -2.794, 0.303], [0.261, -1.517, -0.387], [-0.714, -0.512, 1.178], [-0.071, 0.793, -1.431], [-0.262, 0.102, -0.104], [0.073, 0.330, 1.507], [0.795, -0.531, -1.088], [-0.715, -0.328, 0.301], [0.104, -0.437, -0.235], [0.469, -0.380, -0.174], [0.303, 0.347, 1.229], [0.884, -0.259, 1.024], [0.693, 0.376, 0.032], [-0.652, 0.301, -0.165], [1.051, 1.046, -0.616], [-0.578, 0.304, -1.115], [-0.043, -0.119, 0.611], [0.039, -0.061, 0.187], [-1.160, 0.913, 0.689], [-2.325, 0.649, 0.833], [-0.027, 0.360, 0.413], [-1.915, 0.038, -1.219], [-0.487, 0.074, -0.244], [-0.226, -0.032, -0.069], [0.372, 0.034, 0.465], [2.223, 0.246, 0.037], [0.905, -0.213, -0.983], [0.372, -0.300, -0.365], [-0.470, 0.113, -0.045], [0.485, 0.630, 0.816], [-0.045, -0.160, -0.208], [0.991, 0.323, -1.095], [-0.952, 0.251, 1.500], [0.103, 0.519, -0.234], [-0.461, -0.524, -0.242], [0.202, 2.075, -0.506], [0.369, -0.392, 1.452], [0.073, -0.117, 0.186], [-0.252, -0.267, 0.028], [0.257, -0.291, 0.053], [0.083, -0.329, -0.279], [0.034, 0.324, -0.142], [0.017, 0.096, 0.283], [0.065, -0.007, 0.156], [0.072, -0.229, -0.155], [0.233, 0.075, -0.059], [0.314, 0.020, -0.393], [-0.328, 0.318, 0.009], [0.273, 0.007, 0.199], [-0.067, -0.072, -0.297], [-0.395, -0.113, 0.107], [-0.012, 0.038, 0.243], [-0.116, -0.387, -0.145], [-0.630, -0.208, -0.211], [-0.459, 0.154, 0.232], [0.061, 0.074, -0.377], [0.370, -0.054, 0.301], [-0.176, -0.058, 0.099], [0.227, -0.176, -0.234], [0.119, 0.335, -0.240], [-0.073, 0.115, -0.006], [-0.414, -0.162, -0.064], [0.046, -0.080, -0.324], [0.471, -0.088, -0.264], [0.231, 0.078, -0.123], [0.370, 0.142, 0.059], [0.031, 0.263, -0.176], [0.108, 0.095, -0.093], [-0.315, -0.212, 0.103], [-0.061, 0.045, -0.293], [-0.344, -0.243, -0.014], [-0.125, -0.022, 0.155]],
  "mulliken_spin": [0.000, 2.781, -0.002, 0.029, 0.000, 0.000, 0.000, 0.000, 0.000, 0.001, 0.000, 0.076, 0.001, 0.000, 0.000, 0.152, 0.013, 0.007, 0.000, 0.148, 0.082, 0.000, -0.053, 0.000, -0.001, -0.116, 0.024, 0.000, -0.002, 0.000, -0.086, 0.000, -0.104, 0.000, 0.000, 0.012, -0.031, 0.001, -0.001, 0.000, 0.005, 0.000, 0.000, 0.000, 0.000, 0.000, 0.000, -0.003, 0.000, 0.000, 0.006, 0.000, 0.000, -0.007, 0.002, 0.013, 0.000, 0.000, 0.000, -0.004, 0.000, 0.000, 0.003, -0.001, 0.003, 0.000, 0.019, 0.000, 0.000, 0.030, 0.000, 0.000, 0.000],
  "total_charge": -1,
  "e_lumo_ev": [2.0, 2.0],
  "e_homo_ha": [-0.082, -0.133],
  "multiplicity": 4,
  "orbital_gap_ev": [4.197, 5.568]
}



No. 2
{
  "formula": "C19H29N5O2S",
  "method": "wB97M-V/def2-TZVPD",
  "symbols": ["S", "O", "O", "N", "N", "N", "N", "N", "C", "C", "C", "C", "C", "C", "C", "C", "C", "C", "C", "C", "C", "C", "C", "C", "C", "C", "C", "H", "H", "H", "H", "H", "H", "H", "H", "H", "H", "H", "H", "H", "H", "H", "H", "H", "H", "H", "H", "H", "H", "H", "H", "H", "H", "H", "H", "H"],
  "coordinates": [[-1.159, -5.612, -3.108], [3.272, 4.571, -0.475], [2.354, 7.750, 3.664], [1.046, -2.922, -1.275], [0.123, -3.204, -3.333], [1.958, 5.856, 2.598], [0.330, -4.066, -1.352], [1.709, 6.110, -0.383], [-3.891, -6.026, -3.172], [2.763, 6.863, 2.934], [2.429, 5.142, 0.201], [1.524, 0.254, 0.146], [1.602, 2.258, 1.530], [-5.191, -7.566, 0.157], [2.419, 1.575, 2.452], [0.908, -2.432, -2.486], [-0.207, -4.226, -2.602], [4.184, 6.918, 2.408], [-5.052, -6.564, -0.986], [0.602, 6.906, 0.152], [-4.083, -7.072, -2.062], [-2.851, -4.953, -2.814], [2.786, 0.237, 2.224], [1.158, 3.676, 1.837], [2.258, 4.742, 1.686], [2.334, -0.427, 1.071], [1.161, 1.594, 0.370], [0.307, 3.940, 1.207], [3.199, 4.291, 2.000], [1.368, -1.499, -2.799], [4.173, 7.048, 1.328], [-4.692, -5.614, -0.578], [3.411, -0.284, 2.936], [-2.998, -4.076, -3.452], [-0.090, 6.277, 0.712], [0.536, 2.107, -0.346], [0.983, 7.696, 0.803], [0.242, -4.759, -0.612], [0.056, 7.373, -0.670], [-5.883, -7.180, 0.912], [2.758, 2.076, 3.347], [-6.036, -6.385, -1.431], [-4.851, -5.545, -3.386], [1.175, -0.254, -0.738], [4.693, 7.766, 2.865], [-3.573, -6.530, -4.091], [1.953, 6.262, -1.350], [-5.579, -8.519, -0.216], [4.711, 6.003, 2.667], [-4.495, -7.986, -2.503], [-4.221, -7.743, 0.631], [0.802, 3.678, 2.869], [1.040, 5.891, 3.010], [-2.964, -4.631, -1.775], [2.605, -1.458, 0.892], [-3.117, -7.328, -1.615]],
  "forces_ev_per_a": [[-0.269, 0.096, 0.350], [0.122, -0.377, 0.381], [-0.199, 0.203, 0.216], [-0.224, -0.525, -0.178], [0.878, 1.198, -0.062], [-0.457, -1.584, -1.024], [-0.499, -0.801, -0.365], [-1.226, 0.903, 0.060], [0.462, -0.338, 0.152], [0.900, 1.537, 0.558], [1.046, -0.567, -0.109], [0.341, 0.466, 0.764], [0.030, -0.388, -0.192], [-0.132, 0.184, 0.009], [-0.272, -0.640, -0.876], [-0.692, -0.446, -0.619], [0.288, 0.147, 0.961], [-0.314, -0.208, 0.085], [0.347, -0.445, 0.100], [0.401, -0.099, 0.165], [-0.450, 0.458, -0.170], [-0.362, 0.231, -0.257], [-0.544, 0.546, -0.623], [0.009, -0.353, -0.151], [-0.260, 0.482, 0.324], [-0.229, 0.814, 0.073], [0.666, -0.575, 0.766], [-0.075, -0.018, -0.021], [0.080, 0.053, -0.303], [-0.148, -0.290, 0.120], [0.131, -0.150, -0.153], [-0.063, 0.053, -0.087], [0.024, 0.002, 0.048], [0.225, -0.142, 0.088], [-0.032, 0.108, -0.024], [-0.053, 0.092, -0.038], [-0.201, -0.005, 0.036], [0.288, 0.640, -0.099], [0.113, -0.169, 0.030], [0.095, -0.170, -0.005], [0.018, 0.088, 0.112], [0.106, 0.078, -0.036], [0.131, 0.014, 0.009], [-0.040, -0.075, -0.043], [-0.196, -0.093, -0.012], [-0.057, 0.139, -0.033], [0.086, -0.140, 0.102], [0.063, 0.060, 0.110], [0.143, -0.113, -0.192], [0.073, 0.010, 0.099], [-0.131, -0.042, -0.013], [0.056, 0.171, 0.062], [-0.053, 0.111, 0.043], [0.150, -0.115, -0.092], [-0.037, -0.003, -0.031], [-0.055, -0.018, -0.015]],
  "nbo_charge": [0.229, -0.621, -0.632, -0.271, -0.473, -0.619, -0.365, -0.616, -0.411, 0.676, 0.654, -0.187, 0.076, -0.601, -0.239, 0.123, 0.169, -0.717, -0.392, -0.412, -0.400, -0.500, -0.206, -0.441, -0.132, -0.217, -0.241, 0.212, 0.233, 0.206, 0.233, 0.190, 0.213, 0.227, 0.194, 0.209, 0.208, 0.420, 0.213, 0.209, 0.205, 0.196, 0.214, 0.212, 0.247, 0.213, 0.410, 0.203, 0.227, 0.205, 0.201, 0.222, 0.405, 0.210, 0.225, 0.202],
  "total_charge": 0,
  "e_lumo_ev": 0.7,
  "smiles": "CNC(=O)[C@H](Cc1ccccc1)NC(C)=O.CCCCCSc1ncn[nH]1",
  "e_homo_ha": -0.332,
  "e_above_lowest_ev": 1.0196,
  "multiplicity": 1,
  "orbital_gap_ev": 9.682
}



No. 3
{
  "formula": "CH2N2OS2",
  "method": "wB97M-V/def2-TZVPD",
  "symbols": ["S", "S", "O", "N", "N", "C", "H", "H"],
  "coordinates": [[1.693, -0.374, -0.629], [-0.418, -1.173, 0.428], [-0.549, -2.186, -0.526], [2.570, 2.096, 0.413], [-1.498, 0.077, 0.132], [2.240, 1.072, -0.054], [-2.193, -0.226, -0.610], [-1.845, 0.713, 0.845]],
  "forces_ev_per_a": [[-0.833, -1.130, -0.211], [1.443, 4.130, 2.508], [-1.117, -2.291, -2.368], [-0.394, -1.513, -0.813], [-0.816, -1.915, -1.749], [0.248, 2.240, 1.436], [1.133, 0.890, 1.143], [0.336, -0.410, 0.054]],
  "nbo_charge": [-0.073, 1.488, -0.875, -0.333, -1.059, 0.002, 0.420, 0.428],
  "total_charge": 0,
  "e_lumo_ev": [-1.5, -1.5],
  "e_homo_ha": [-0.344, -0.344],
  "e_above_lowest_ev": 0.7390,
  "multiplicity": 1,
  "orbital_gap_ev": [7.891, 7.889]
}